C24H14Cl2CoN6O2Se as an isolated structure, computed with ωB97M-V with the def2-TZVPD basis set.

Geometry as ORCA input:
```
! wB97M-V def2-TZVPD RIJCOSX def2/J DEFGRID3
* xyz 1 5
Co 0.06345 0.37038 -0.64478
Cl -3.52598 5.92977 -2.26014
C -2.25290 4.90372 -1.76531
C -2.54664 3.65893 -1.29347
C -1.50700 2.78290 -0.91872
N -1.65462 1.50726 -0.48949
C -2.87784 1.07327 0.00234
O -3.77342 1.78734 0.39601
C -3.03529 -0.41863 0.04839
C -4.17367 -0.95994 0.62766
C -4.32365 -2.33551 0.62540
C -3.35731 -3.10417 -0.00605
C -2.26510 -2.46938 -0.57242
N -2.08106 -1.14979 -0.52277
C -0.13073 3.23229 -1.01695
C 0.13631 4.53644 -1.47365
C -0.89238 5.34951 -1.85522
Cl -0.54174 6.90987 -2.45368
N 0.78302 2.30248 -0.64390
C 2.04590 2.68324 -0.23422
O 2.42553 3.81493 -0.02471
C 2.93685 1.52117 0.07362
C 4.28245 1.74654 0.31731
C 5.09973 0.65820 0.56561
C 4.52656 -0.60407 0.58989
C 3.16385 -0.72326 0.37907
N 2.37041 0.31520 0.11152
H -3.57386 3.34993 -1.21404
H -4.90553 -0.28870 1.05384
H -5.18030 -2.79816 1.09759
H -3.44120 -4.18192 -0.05646
H -1.51774 -3.05465 -1.09730
H 1.14683 4.89907 -1.52933
H 4.64542 2.76416 0.30075
H 6.15867 0.79179 0.74559
H 5.12125 -1.48878 0.77348
H 2.70391 -1.70196 0.43936
Se 1.05997 -2.59842 -2.31165
N 0.61292 -1.57522 -0.91909
C 0.66527 -2.33290 0.16872
C 0.34714 -1.90383 1.48835
C 0.42300 -2.81152 2.49294
C 0.82116 -4.17073 2.26223
C 1.13525 -4.61982 1.02461
C 1.05706 -3.70460 -0.06922
N 1.30412 -4.01683 -1.32918
H 0.03780 -0.88191 1.67623
H 0.17615 -2.50779 3.50280
H 0.86616 -4.84571 3.10641
H 1.44183 -5.64017 0.83197
*
```

As for the energy above the lowest of the compared OMol25 structures with the same formula, charge and spin: 15.2 kcal/mol. As for the expectation value of S²: 6.024. Its HOMO energy (alpha / beta) is -10.75 / -11.48 eV. The molar mass comes out at 627.22 g mol⁻¹. For the orbital gap (alpha / beta), the calculation gives 0.23162 / 0.22998 Ha.